Record 1
# O2S2

O2S2 in the gas phase at a distorted geometry (the ωB97M-V functional and the def2-TZVPD basis, the Open Molecules 2025 dataset).

Each line ends with the Mulliken charge.
CARTESIAN COORDINATES (ANGSTROEM)
S (-0.92, 0.55, 0.07)  0.412
S (0.83, -0.44, 0.09)  0.418
O (1.98, 0.46, -0.05)  -0.412
O (-1.87, -0.55, -0.04)  -0.418

The calculation puts the HOMO energy (alpha / beta) at -9.817 / -9.764 eV. The energy above the lowest of the compared OMol25 structures with the same formula, charge and spin is 64.0 kJ/mol. For the LUMO energy (alpha / beta), the calculation gives -1.80 / -1.83 eV. The multiplicity is 1. For the energy, the calculation gives -946.7832 Eh.

***

Record 2
# C8H10ClPS

2 unconnected molecules or ions with the total composition C8H10ClPS at a distorted geometry (the ωB97M-V functional and the def2-TZVPD basis, the Open Molecules 2025 dataset).

Each line ends with the Mulliken charge.
CARTESIAN COORDINATES (ANGSTROEM)
Cl (-2.06, 1.62, 1.13)  -0.288
S (1.81, 4.07, 0.93)  -0.060
P (-0.23, 1.34, 0.44)  0.277
C (-0.42, -2.10, -2.73)  -0.620
C (0.58, 0.40, 1.82)  -0.450
C (0.70, -0.21, -1.72)  -0.347
C (-1.42, -0.84, -0.95)  -0.213
C (-0.29, -0.10, -0.78)  0.328
C (0.69, -1.20, -2.69)  -0.511
C (-1.54, -1.74, -1.99)  -0.490
C (0.69, 1.12, 3.19)  -0.930
H (0.96, 0.56, 4.00)  0.403
H (-2.24, -0.58, -0.32)  0.373
H (1.46, 0.57, -1.56)  0.337
H (-0.58, -2.85, -3.39)  0.448
H (0.00, -0.47, 2.01)  0.438
H (1.71, 0.36, 1.62)  0.251
H (1.51, -1.20, -3.29)  0.451
H (1.54, 1.97, 3.10)  0.157
H (-0.36, 1.62, 3.32)  0.185
H (-2.48, -2.36, -2.15)  0.261

The calculation puts the HOMO energy (alpha / beta) at -8.845 / -8.884 eV. The energy above the lowest of the compared OMol25 structures with the same formula, charge and spin is 401.5 kJ/mol. For the LUMO energy (alpha / beta), the calculation gives -2.32 / -2.37 eV. The multiplicity is 1. For the energy, the calculation gives -1510.4307 Eh.

***

Record 3
# C29H23IN2O4PRh

A molecular structure, C29H23IN2O4PRh (the ωB97M-V functional and the def2-TZVPD basis, the Open Molecules 2025 dataset).

Each line ends with the Mulliken charge.
CARTESIAN COORDINATES (ANGSTROEM)
I (1.57, -0.10, -2.65)  0.211
Rh (0.24, 0.62, -0.62)  0.245
P (-0.29, -2.20, -0.59)  2.875
O (-1.04, 1.25, 0.89)  -0.768
O (0.23, 4.47, 3.73)  -0.557
O (-1.22, 2.67, 2.60)  -0.886
O (2.30, 5.24, 3.40)  -0.643
N (1.45, 2.11, 0.28)  -0.145
N (2.72, 3.60, 1.24)  -0.052
C (-2.54, -2.04, 2.80)  -0.735
C (5.12, -2.69, -0.64)  -0.931
C (5.28, -2.07, -1.84)  -0.724
C (1.54, 3.61, 1.93)  0.129
C (2.62, -3.46, 1.92)  -1.360
C (3.86, -2.72, 0.00)  1.192
C (3.74, 2.39, -0.70)  -1.025
C (-2.03, -3.90, 0.79)  -0.274
C (-0.61, 2.18, 1.64)  0.772
C (-1.34, -3.74, -2.64)  -0.398
C (-0.40, -5.78, -3.50)  -0.456
C (1.45, -2.97, 1.31)  -0.270
C (-1.64, -1.74, 1.79)  -0.096
C (4.18, -1.40, -2.40)  -0.620
C (0.71, -4.60, -1.72)  -0.023
C (-1.39, -2.67, 0.78)  -0.380
C (-3.19, -3.27, 2.81)  -0.535
C (2.64, 2.68, 0.25)  0.144
C (-0.28, -3.63, -1.73)  -0.129
C (1.38, 4.53, 3.09)  0.523
C (0.76, 2.67, 1.32)  0.256
C (3.80, -3.37, 1.26)  -0.916
C (0.65, -5.67, -2.60)  -0.831
C (2.96, -1.41, -1.79)  0.206
C (2.70, -2.12, -0.58)  -0.010
C (1.43, -2.33, 0.09)  0.584
C (-1.40, -4.81, -3.52)  -0.783
C (-2.93, -4.20, 1.81)  -0.785
C (-1.09, -0.80, -1.31)  -1.606
H (5.95, -3.18, -0.15)  0.366
H (4.71, -3.78, 1.68)  0.386
H (-2.22, -4.89, -4.22)  0.413
H (-2.08, -0.70, -0.85)  0.553
H (1.53, -4.53, -1.02)  0.281
H (2.55, -3.93, 2.89)  0.433
H (-1.16, -0.87, -2.39)  0.426
H (-2.74, -1.31, 3.57)  0.488
H (-0.40, 3.79, 3.31)  0.452
H (3.63, 2.98, -1.61)  0.257
H (4.31, -0.83, -3.31)  0.463
H (6.24, -2.05, -2.34)  0.417
H (3.72, 1.33, -0.97)  0.031
H (-2.11, -2.98, -2.66)  0.402
H (-0.44, -6.62, -4.18)  0.390
H (-3.43, -5.16, 1.81)  0.421
H (0.53, -3.15, 1.83)  0.427
H (4.71, 2.61, -0.26)  0.409
H (-3.89, -3.50, 3.60)  0.386
H (1.43, -6.42, -2.58)  0.434
H (3.49, 4.20, 1.48)  0.242
H (-1.16, -0.77, 1.77)  0.340
H (-1.84, -4.63, 0.02)  0.382

The calculation puts the HOMO energy at -7.059 eV. The energy above the lowest of the compared OMol25 structures with the same formula, charge and spin is 0.0 kJ/mol. For the LUMO energy, the calculation gives -0.36 eV. The multiplicity is 1. For the energy, the calculation gives -2279.0305 Eh.

***

Record 4
# C14H11N5

C14H11N5 in the gas phase at a distorted geometry (the ωB97M-V functional and the def2-TZVPD basis, the Open Molecules 2025 dataset).

Each line ends with the Mulliken charge.
CARTESIAN COORDINATES (ANGSTROEM)
N (-3.70, -2.68, 0.91)  -0.348
N (-0.18, -1.02, 0.35)  -0.520
N (-2.41, -1.10, 1.05)  -0.393
N (1.02, 1.02, 0.52)  -0.588
N (1.83, -1.95, -1.47)  -0.523
C (-1.28, 0.93, 1.14)  0.873
C (0.95, -0.24, 0.06)  -0.047
C (-2.35, 1.68, 1.59)  -0.224
C (-0.95, 3.66, 1.99)  -0.868
C (2.01, -0.75, -0.93)  0.435
C (0.06, 2.86, 1.40)  -0.023
C (-1.27, -0.39, 0.76)  0.131
C (-0.07, 1.54, 1.05)  0.114
C (-2.47, -2.24, 0.54)  -0.005
C (2.57, -2.38, -2.52)  -0.155
C (3.60, -1.64, -3.15)  -0.548
C (-2.20, 3.02, 2.03)  -0.621
C (3.76, -0.32, -2.67)  -0.219
C (3.02, 0.14, -1.53)  -0.387
H (-4.18, -2.15, 1.49)  0.219
H (-3.85, -3.69, 0.92)  0.234
H (-3.08, 3.32, 2.56)  0.366
H (4.06, -2.02, -4.10)  0.321
H (2.98, 1.23, -1.30)  0.325
H (-3.26, 1.03, 1.56)  0.404
H (2.21, -3.32, -2.80)  0.479
H (4.41, 0.33, -3.24)  0.364
H (-1.56, -2.78, 0.17)  0.343
H (-0.73, 4.61, 2.28)  0.537
H (1.08, 3.32, 1.36)  0.324

The calculation puts the HOMO energy at -8.097 eV. For the LUMO energy, the calculation gives -0.02 eV. The multiplicity is 1. The SMILES is N/C=N/c1nc(-c2ccccn2)nc2ccccc12. For the energy, the calculation gives -813.8060 Eh.